No. 1
The following is a quantum chemistry calculation of C20H22N4O2 in the gas phase in a non-equilibrium geometry, from OMol25.

```
48
Properties=species:S:1:pos:R:3
C 4.115 -4.374 1.529
C 4.333 -3.158 1.024
C 3.853 -2.001 1.883
N 3.105 -1.134 0.974
C 1.890 -1.768 0.385
C 1.169 -0.866 -0.558
N 1.000 0.443 -0.006
C -0.341 0.801 0.401
C -1.150 1.640 -0.432
C -2.627 1.975 -0.214
C -3.449 1.906 -1.333
C -4.815 2.098 -1.239
C -5.433 2.330 -0.066
C -4.676 2.316 1.089
C -3.218 2.166 1.017
C -2.384 2.120 2.276
N -2.039 0.690 2.406
C -2.216 -0.112 3.528
C -1.399 -1.153 3.226
N -0.766 -0.972 1.960
C -0.967 0.253 1.582
C 2.167 1.047 0.557
C 2.939 0.210 1.512
C 4.869 -3.016 -0.349
O 5.185 -4.004 -0.967
O 4.941 -1.797 -0.845
H 3.839 -4.487 2.610
H 4.233 -5.361 0.960
H 4.696 -1.627 2.311
H 3.175 -2.446 2.649
H 1.276 -1.998 1.147
H 1.916 -2.801 0.111
H 0.238 -1.435 -0.755
H 1.714 -0.794 -1.605
H -0.584 1.803 -1.332
H -2.946 1.574 -2.294
H -5.413 2.098 -2.109
H -6.456 2.572 -0.039
H -5.095 2.452 2.043
H -1.529 2.773 2.199
H -2.984 2.488 3.073
H -2.793 0.056 4.435
H -1.408 -1.980 3.925
H 1.981 1.951 1.064
H 2.814 1.210 -0.280
H 3.887 0.695 1.623
H 2.542 0.090 2.559
H 4.404 -1.357 -0.134
```

- Frontier orbital gap: 8.6 eV
- HOMO energy: -8.45 eV
- Structure (SMILES): C=C(CN1CCN(C2=Cc3ccccc3Cn3ccnc32)CC1)C(=O)O
- LUMO level: 0.006 Eh
- Total charge: 0

No. 2
The following is a quantum chemistry calculation of 2 unconnected molecules or ions with the total composition C4H11N3O2 in a non-equilibrium geometry, from OMol25.

```
20
Properties=species:S:1:pos:R:3
C -1.076 -0.346 2.321
C -1.539 1.296 0.555
N -0.850 0.306 1.050
N -2.557 1.850 1.236
N -1.206 1.793 -0.642
H -0.113 -0.097 0.404
H -1.924 -1.037 2.235
H -1.283 0.379 3.126
H -2.825 1.469 2.124
H -3.090 2.594 0.827
H -0.464 1.367 -1.181
H -1.737 2.541 -1.048
H -0.184 -0.887 2.629
C 3.074 -0.737 -0.788
C 1.755 -1.341 -1.252
O 0.665 -0.918 -0.739
O 1.792 -2.187 -2.154
H 3.329 0.081 -1.458
H 3.818 -1.518 -0.907
H 3.045 -0.366 0.247
```

- Frontier orbital gap: 7.4 eV
- HOMO energy: -7.51 eV
- LUMO level: -0.004 Eh
- Total charge: 0

No. 3
The following is a quantum chemistry calculation of 2 unconnected molecules or ions with the total composition C5H6O3 in a non-equilibrium geometry, from OMol25.

```
14
Properties=species:S:1:pos:R:3
C -1.114 1.386 0.290
C -0.466 0.275 -0.221
C 0.499 -0.909 -1.917
C 1.127 -1.470 -0.745
C 0.542 -0.565 0.336
H -0.515 -0.138 1.914
H -0.602 2.209 -0.110
H -2.340 1.366 0.180
H 0.502 -1.173 -2.919
H 1.671 -2.432 -0.243
H 0.625 0.415 1.815
O -0.648 1.217 1.765
O -0.525 0.011 -1.575
O 1.243 -0.192 1.430
```

- Frontier orbital gap: 8.5 eV
- HOMO energy: -8.27 eV
- LUMO level: 0.010 Eh
- Total charge: 0

No. 4
The following is a quantum chemistry calculation of a molecular structure, C45H51N6O2PV in a non-equilibrium geometry, from OMol25.

```
106
Properties=species:S:1:pos:R:3
V 0.324 0.532 0.081
C -2.458 2.255 1.382
N -1.497 1.373 2.026
C -0.728 2.080 3.082
C 0.783 2.078 2.887
C 1.250 2.944 1.725
N 0.605 2.461 0.501
C 0.210 3.277 -0.396
C -0.590 2.991 -1.600
C -0.879 4.120 -2.383
C -1.646 4.043 -3.523
C -2.151 2.795 -3.902
C -1.893 1.666 -3.157
C -1.111 1.732 -1.996
O -0.914 0.605 -1.325
C -2.202 0.207 2.584
C -1.307 -0.973 2.927
C -0.840 -1.748 1.698
N 0.305 -1.107 1.056
C 2.407 -0.007 0.198
C 3.325 0.580 -0.700
C 4.667 0.911 -0.322
C 5.566 1.392 -1.222
C 5.171 1.627 -2.578
C 3.888 1.434 -2.971
C 2.893 0.983 -2.027
O 1.662 1.012 -2.300
H -3.257 2.578 2.070
H -2.907 1.743 0.531
H -1.959 3.148 1.009
H -0.963 1.619 4.045
H -1.078 3.117 3.144
H 1.114 1.045 2.735
H 1.272 2.446 3.792
H 2.334 2.881 1.613
H 0.980 3.995 1.875
H 0.434 4.337 -0.243
H -0.477 5.078 -2.071
H -1.845 4.925 -4.115
H -2.751 2.710 -4.801
H -2.272 0.694 -3.442
H -2.927 -0.123 1.836
H -2.770 0.529 3.472
H -1.892 -1.651 3.556
H -0.450 -0.647 3.525
H -1.687 -1.816 1.005
H -0.607 -2.774 1.984
H 2.740 0.195 1.222
H 4.972 0.719 0.701
H 6.589 1.584 -0.925
H 5.903 1.991 -3.289
H 3.553 1.652 -3.977
N 1.049 -1.794 -1.934
C 2.347 -2.400 -2.081
C 2.961 -2.753 -3.267
C 4.228 -3.327 -3.209
C 4.834 -3.545 -1.979
C 4.205 -3.170 -0.796
C 2.956 -2.567 -0.843
P 1.741 -1.920 0.456
C 0.977 -3.661 0.436
C 1.663 -4.744 0.983
C 1.194 -6.044 0.847
C 0.024 -6.298 0.144
C -0.681 -5.232 -0.399
C -0.208 -3.935 -0.242
C 2.738 -2.070 2.023
C 4.111 -1.835 2.082
C 4.802 -1.889 3.286
C 4.130 -2.169 4.467
C 2.760 -2.391 4.430
C 2.080 -2.339 3.221
H 0.273 -2.273 -2.373
H 1.048 -0.836 -2.296
H 2.470 -2.584 -4.217
H 4.739 -3.610 -4.120
H 5.807 -4.020 -1.936
H 4.693 -3.382 0.145
H 2.592 -4.586 1.520
H 1.751 -6.861 1.288
H -0.334 -7.313 0.025
H -1.602 -5.404 -0.942
H -0.806 -3.116 -0.625
H 4.650 -1.566 1.184
H 5.869 -1.701 3.301
H 4.666 -2.204 5.407
H 2.218 -2.608 5.342
H 1.016 -2.530 3.216
N -3.603 -0.783 -0.709
C -4.381 0.065 -0.824
N -5.234 1.080 -0.899
C -5.825 1.468 -2.181
C -5.827 2.985 -2.287
C -6.521 3.609 -1.075
C -5.867 3.138 0.224
C -5.870 1.620 0.304
H -6.850 1.079 -2.234
H -5.248 1.007 -2.979
H -6.322 3.283 -3.214
H -4.791 3.332 -2.336
H -7.578 3.320 -1.073
H -6.487 4.697 -1.142
H -6.386 3.549 1.093
H -4.831 3.488 0.257
H -6.900 1.245 0.361
H -5.331 1.254 1.175
```

- Frontier orbital gap (spin up / spin down): 6.6 / 6.5 eV
- HOMO energy (spin up / spin down): -6.22 / -7.30 eV
- ⟨S²⟩: 3.78
- Multiplicity: 4
- LUMO level (spin up / spin down): 0.013 / -0.030 Eh
- Total charge: 0

No. 5
The following is a quantum chemistry calculation of 10 unconnected molecules or ions with the total composition H20O10 in a non-equilibrium geometry, from OMol25.

```
30
Properties=species:S:1:pos:R:3
O -2.424 1.800 -2.978
H -1.633 2.130 -2.382
H -1.948 1.107 -3.532
O 1.469 2.250 2.630
H 1.079 1.439 2.634
H 1.373 2.445 1.686
O 3.316 -2.161 2.098
H 2.798 -2.396 2.723
H 2.869 -1.275 1.923
O -2.950 1.452 2.097
H -2.926 1.300 3.095
H -2.077 0.972 1.746
O -1.153 -3.065 -1.077
H -0.572 -3.800 -1.047
H -1.430 -2.891 -0.200
O 1.547 -1.822 -0.294
H 0.649 -1.589 -0.580
H 2.134 -1.299 -0.718
O 0.243 2.700 -2.115
H -0.280 3.436 -2.335
H 1.166 2.764 -2.548
O 0.984 -0.280 2.914
H 2.012 -0.399 2.671
H 0.867 -0.620 3.821
O 1.057 -1.934 -2.862
H 0.149 -1.777 -2.536
H 0.937 -2.913 -3.015
O -2.098 1.096 -0.518
H -2.734 1.824 -0.878
H -2.362 1.247 0.306
```

- Frontier orbital gap: 10.5 eV
- HOMO energy: -10.56 eV
- Structure (SMILES): O.O.O.O.O.O.O.O.O.O
- LUMO level: -0.003 Eh
- Total charge: 0

No. 6
The following is a quantum chemistry calculation of C2H7NP2S in the gas phase in a non-equilibrium geometry, from OMol25.

```
13
Properties=species:S:1:pos:R:3
C -1.099 -1.534 -0.082
C 0.007 -0.615 -0.592
S 0.587 -0.847 -2.138
N 0.451 0.486 0.186
P 1.446 1.739 -0.435
P -0.123 0.665 1.798
H -1.005 -2.395 -0.654
H -2.049 -0.905 0.042
H -0.850 -1.846 0.962
H 2.617 1.015 -0.559
H 1.004 1.406 -1.776
H 0.503 2.013 1.784
H -1.490 0.818 1.465
```

- Frontier orbital gap: 8.6 eV
- HOMO energy: -8.22 eV
- Structure (SMILES): CC(=S)N(P)P
- LUMO level: 0.014 Eh
- Total charge: 0

No. 7
The following is a quantum chemistry calculation of a molecular structure, C35H35BiBr2N4SSb2 in a non-equilibrium geometry, from OMol25.

```
80
Properties=species:S:1:pos:R:3
Bi 0.521 -1.083 -1.529
N -1.577 -5.177 -1.988
C -0.802 -4.120 -1.758
S -1.553 -2.549 -1.948
N 0.430 -4.335 -1.381
N 1.233 -3.291 -1.183
C 2.478 -3.525 -0.956
C 3.437 -2.441 -0.894
C 4.805 -2.689 -0.849
C 5.680 -1.620 -0.927
C 5.171 -0.335 -1.065
C 3.798 -0.169 -1.088
N 2.953 -1.193 -0.972
H -2.509 -5.056 -2.342
H -1.189 -6.105 -1.920
H 2.820 -4.553 -0.906
H 5.164 -3.707 -0.780
H 6.749 -1.781 -0.900
H 5.822 0.523 -1.151
H 3.347 0.811 -1.200
C -2.950 0.113 -0.184
C -2.925 0.752 1.195
C -1.544 0.863 1.838
Sb 0.020 -0.564 1.326
C 1.480 0.487 2.510
C 2.739 0.801 2.018
C 3.612 1.562 2.782
C 3.233 2.004 4.040
C 1.977 1.683 4.535
C 1.096 0.932 3.771
C -0.482 -2.339 2.420
C -0.315 -2.362 3.800
C -0.688 -3.492 4.512
C -1.210 -4.595 3.851
C -1.370 -4.569 2.473
C -1.010 -3.438 1.755
Sb -2.025 1.155 -1.882
C -3.712 2.451 -2.193
C -4.981 1.888 -2.278
C -6.086 2.701 -2.481
C -5.923 4.073 -2.616
C -4.654 4.630 -2.564
C -3.544 3.820 -2.362
C -0.690 2.560 -0.914
C -1.110 3.565 -0.045
C -0.191 4.443 0.512
C 1.157 4.346 0.192
C 1.583 3.377 -0.702
C 0.661 2.493 -1.252
H -3.984 -0.026 -0.505
H -2.516 -0.886 -0.111
H -3.568 0.155 1.845
H -3.369 1.751 1.152
H -1.618 0.762 2.921
H -1.064 1.813 1.627
H 3.050 0.450 1.047
H 4.592 1.809 2.393
H 3.915 2.595 4.636
H 1.676 2.021 5.517
H 0.117 0.709 4.173
H 0.112 -1.517 4.323
H -0.568 -3.510 5.587
H -1.496 -5.476 4.410
H -1.779 -5.427 1.955
H -1.163 -3.413 0.686
H -5.119 0.816 -2.199
H -7.073 2.262 -2.539
H -6.785 4.706 -2.776
H -4.523 5.697 -2.686
H -2.555 4.260 -2.345
H -2.161 3.666 0.201
H -0.529 5.215 1.192
H 1.870 5.041 0.616
H 2.624 3.330 -0.999
H 0.999 1.782 -2.004
Br 2.065 0.481 -4.459
C 2.435 -1.108 -5.485
Br 2.442 -2.661 -4.328
H 3.406 -1.008 -5.951
H 1.646 -1.234 -6.214
```

- Frontier orbital gap: 6.4 eV
- HOMO energy: -13.00 eV
- LUMO level: -0.243 Eh
- Total charge: +2

No. 8
The following is a quantum chemistry calculation of a molecular structure, C36H27Cl4N3O5Pb, from OMol25.

```
76
Properties=species:S:1:pos:R:3
Pb 0.331 0.348 0.822
C 4.570 -0.393 0.046
C 3.752 -0.800 -1.147
C 4.284 -0.659 -2.424
C 3.584 -1.088 -3.543
C 2.340 -1.675 -3.385
C 1.765 -1.805 -2.127
C 0.408 -2.430 -1.975
C 2.468 -1.347 -1.006
N 1.841 -1.381 0.270
C 2.373 -2.224 1.163
O 3.294 -3.015 0.973
C 1.775 -2.184 2.564
C 2.281 -3.073 3.506
C 1.746 -3.077 4.779
C 0.714 -2.201 5.075
C 0.275 -1.340 4.083
N 0.801 -1.321 2.856
C -0.887 -0.436 4.405
O -1.496 -0.572 5.449
N -1.132 0.587 3.534
C -2.285 0.882 2.952
C -3.310 -0.090 2.649
C -3.116 -1.545 2.941
C -4.444 0.338 1.999
C -4.614 1.671 1.632
C -3.626 2.615 1.903
C -2.463 2.253 2.540
C -1.395 3.253 2.843
H 5.306 0.363 -0.227
H 5.092 -1.262 0.449
H 3.945 0.005 0.846
H 5.270 -0.222 -2.538
H 4.019 -0.985 -4.530
H 1.799 -2.037 -4.252
H 0.103 -2.910 -2.905
H -0.343 -1.683 -1.715
H 0.408 -3.173 -1.176
H 3.077 -3.734 3.197
H 2.120 -3.760 5.531
H 0.234 -2.166 6.042
H -2.155 -1.892 2.553
H -3.900 -2.125 2.460
H -3.137 -1.744 4.013
H -5.208 -0.386 1.744
H -5.517 1.970 1.115
H -3.768 3.648 1.608
H -1.703 4.247 2.524
H -0.467 3.002 2.326
H -1.170 3.269 3.910
Cl -5.631 0.324 -4.049
C -4.416 0.113 -2.821
C -4.215 -1.146 -2.252
C -3.258 -1.315 -1.284
C -2.447 -0.248 -0.825
O -1.589 -0.511 0.117
C -2.664 1.026 -1.419
C -1.966 2.260 -1.088
O -1.041 2.439 -0.315
C -3.655 1.173 -2.407
H -4.816 -1.984 -2.581
H -3.090 -2.287 -0.837
H -2.361 3.135 -1.640
H -3.816 2.149 -2.849
Cl 4.645 3.508 -5.307
C 3.507 2.823 -4.221
C 3.710 2.983 -2.845
C 2.822 2.418 -1.978
Cl 2.980 2.644 -0.287
C 1.688 1.628 -2.436
O 0.918 1.055 -1.662
C 1.509 1.571 -3.880
Cl 0.119 0.766 -4.452
C 2.405 2.143 -4.741
H 4.555 3.550 -2.480
H 2.268 2.069 -5.811
```

- Frontier orbital gap (spin up / spin down): 5.2 / 6.1 eV
- HOMO energy (spin up / spin down): -8.02 / -8.07 eV
- LUMO level (spin up / spin down): -0.103 / -0.074 Eh
- Total charge: 0

Question: What is the total charge in the sixth record?
Answer: 0